[1]
Here is a 8-piece molecular cluster, C18H37F6N5O9P overall from the OMol25 dataset. Energies are from ωB97M-V/def2-TZVPD.

The geometry in XYZ format:
```
76
C18H37F6N5O9P (ωB97M-V/def2-TZVPD)
P 0.76 -0.40 -0.43
F 1.54 1.03 -0.49
F 1.94 -0.89 0.65
F 0.17 0.25 0.99
F 0.11 -1.86 -0.27
F -0.53 0.10 -1.26
F 1.79 -0.97 -1.61
O 6.30 0.82 1.21
C 5.18 0.87 0.65
N 4.13 1.27 1.34
C 5.04 0.62 -0.88
H 3.20 1.16 0.96
H 4.22 1.20 2.34
H 4.67 -0.37 -1.14
H 6.04 0.63 -1.31
H 4.36 1.34 -1.33
O -4.30 -2.49 -0.82
C -3.55 -1.57 -0.76
N -2.42 -1.69 -1.42
C -3.99 -0.25 -0.18
H -2.16 -2.57 -1.85
H -1.80 -0.93 -1.15
H -3.23 0.50 -0.41
H -4.06 -0.46 0.88
H -4.87 0.20 -0.64
O 1.76 -5.13 -3.53
C 2.07 -4.22 -2.81
N 1.10 -3.45 -2.24
C 3.48 -3.94 -2.39
H 0.13 -3.73 -2.21
H 1.43 -2.54 -1.95
H 3.88 -2.99 -2.75
H 4.23 -4.70 -2.63
H 3.37 -3.98 -1.31
O -0.41 5.51 -0.13
C 0.21 4.52 0.25
N 0.74 3.82 -0.70
C 0.40 4.04 1.70
H 0.95 2.84 -0.63
H 0.81 4.28 -1.59
H -0.20 4.72 2.31
H 1.44 4.12 1.99
H -0.07 3.13 2.07
O 0.75 4.29 -3.83
C 0.32 3.39 -4.53
N 0.07 3.73 -5.79
C -0.07 2.08 -3.82
H -0.66 3.16 -6.20
H 0.46 4.52 -6.27
H -0.83 2.15 -3.05
H 0.79 1.65 -3.29
H -0.62 1.39 -4.45
O -2.48 -2.60 3.72
C -2.26 -3.36 2.78
O -3.04 -4.50 2.50
C -2.94 -4.98 1.22
C -1.64 -4.32 0.79
C -1.32 -3.10 1.64
H -3.80 -4.67 0.61
H -2.92 -6.07 1.19
H -1.80 -4.02 -0.25
H -0.84 -5.02 0.55
H -1.85 -2.20 1.34
H -0.28 -3.03 1.98
O 0.44 2.69 5.43
C -0.54 2.47 4.71
O -1.37 3.38 4.36
C -2.51 2.87 3.66
C -2.16 1.45 3.35
C -0.76 1.15 4.02
H -2.73 3.43 2.75
H -3.30 2.86 4.41
H -2.15 1.28 2.28
H -2.98 0.80 3.66
H -0.03 0.93 3.24
H -0.83 0.35 4.75
```

The HOMO energy is -0.258 Ha. Its max |F| is 5.72 eV Å⁻¹. The net charge is -1. As for the energy above the lowest of the compared OMol25 structures with the same formula, charge and spin: 260.4 kJ/mol. For the electronic energy, the calculation gives -70747.277 eV.

From a Löwdin analysis of the wavefunction, the atomic charges in e read: number 1, P, carries 0.32; number 2, F, carries -0.19; number 3, F, carries -0.20; number 4, F, carries -0.20; number 5, F, carries -0.14; number 6, F, carries -0.13; number 7, F, carries -0.17; number 8, O, carries -0.02; number 9, C, carries -0.57; number 10, N, carries 0.17; number 11, C, carries 0.00; number 12, H, carries 0.07; number 13, H, carries 0.12; number 14, H, carries 0.06; number 15, H, carries 0.07; number 16, H, carries 0.07; number 17, O, carries 0.05; number 18, C, carries -0.67; number 19, N, carries 0.17; number 20, C, carries 0.01; number 21, H, carries 0.11; number 22, H, carries 0.04; number 23, H, carries 0.07; number 24, H, carries 0.09; number 25, H, carries 0.09; number 26, O, carries 0.04; number 27, C, carries -0.62; number 28, N, carries 0.15; number 29, C, carries -0.01; number 30, H, carries 0.10; number 31, H, carries 0.03; number 32, H, carries 0.08; number 33, H, carries 0.08; number 34, H, carries 0.09; number 35, O, carries 0.01; number 36, C, carries -0.61; number 37, N, carries 0.18; number 38, C, carries 0.02; number 39, H, carries 0.07; number 40, H, carries 0.09; number 41, H, carries 0.07; number 42, H, carries 0.09; number 43, H, carries 0.06; number 44, O, carries 0.01; number 45, C, carries -0.57; number 46, N, carries 0.15; number 47, C, carries 0.00; number 48, H, carries 0.10; number 49, H, carries 0.12; number 50, H, carries 0.07; number 51, H, carries 0.07; number 52, H, carries 0.07; number 53, O, carries 0.09; number 54, C, carries -0.40; number 55, O, carries 0.00; number 56, C, carries -0.20; number 57, C, carries -0.16; number 58, C, carries -0.07; number 59, H, carries 0.11; number 60, H, carries 0.12; number 61, H, carries 0.08; number 62, H, carries 0.12; number 63, H, carries 0.12; number 64, H, carries 0.14; number 65, O, carries 0.07; number 66, C, carries -0.54; number 67, O, carries 0.04; number 68, C, carries -0.15; number 69, C, carries -0.15; number 70, C, carries -0.03; number 71, H, carries 0.13; number 72, H, carries 0.13; number 73, H, carries 0.09; number 74, H, carries 0.11; number 75, H, carries 0.10; number 76, H, carries 0.13

[2]
Here is a 3-piece molecular cluster, C18H37N2O10P2 overall from the OMol25 dataset. Energies are from ωB97M-V/def2-TZVPD.

The geometry in XYZ format:
```
69
C18H37N2O10P2 (ωB97M-V/def2-TZVPD)
N -8.58 -6.63 3.45
N -7.94 -5.36 3.51
C -7.04 -5.15 4.47
C -6.41 -3.92 4.56
C -6.76 -2.94 3.62
C -6.11 -1.55 3.72
O -5.22 -1.22 3.00
O -6.66 -0.73 4.66
C -7.71 -3.19 2.61
C -8.29 -4.45 2.60
H -9.54 -6.41 3.18
H -8.65 -6.93 4.43
H -6.79 -5.90 5.21
H -5.68 -3.68 5.33
H -7.53 -1.09 4.88
H -7.98 -2.42 1.90
H -9.05 -4.65 1.84
O 0.82 0.57 -0.64
P -0.24 1.32 0.14
O -1.04 -0.03 0.67
C -0.32 -0.96 1.48
C -0.15 -0.47 2.91
O -1.17 1.73 -1.16
C -0.57 1.93 -2.45
C -0.68 0.67 -3.29
O -1.13 2.31 1.10
C -2.56 2.21 1.17
C -3.05 1.38 2.35
H 0.65 -1.17 1.04
H -0.89 -1.90 1.47
H 0.18 0.57 2.94
H 0.57 -1.09 3.44
H -1.10 -0.53 3.45
H 0.47 2.23 -2.35
H -1.09 2.75 -2.94
H -0.45 -0.23 -2.72
H -0.02 0.72 -4.16
H -1.71 0.55 -3.65
H -2.99 1.84 0.24
H -2.92 3.23 1.30
H -2.98 0.31 2.13
H -4.10 1.59 2.56
H -2.45 1.57 3.24
O 6.63 -0.34 -2.99
P 6.62 1.07 -2.50
O 5.03 1.45 -2.68
C 4.06 0.64 -2.00
C 3.99 0.96 -0.52
O 7.30 1.79 -3.82
C 8.13 1.03 -4.71
C 7.34 0.53 -5.90
O 6.98 2.40 -1.60
C 6.57 3.72 -2.01
C 5.28 4.16 -1.33
H 4.29 -0.42 -2.15
H 3.10 0.83 -2.47
H 4.99 1.02 -0.07
H 3.42 0.19 0.01
H 3.49 1.92 -0.36
H 8.60 0.20 -4.18
H 8.93 1.69 -5.04
H 6.37 0.14 -5.61
H 7.89 -0.24 -6.44
H 7.15 1.36 -6.59
H 6.48 3.80 -3.09
H 7.37 4.38 -1.69
H 4.41 3.74 -1.82
H 5.18 5.25 -1.39
H 5.26 3.85 -0.28
```

The HOMO energy is -0.398 Ha. Its max |F| is 8.57 eV Å⁻¹. The net charge is +1. For the electronic energy, the calculation gives -61290.906 eV.

From a natural (NBO) analysis of the wavefunction, the atomic charges in e read: number 1, N, carries -0.56; number 2, N, carries -0.10; number 3, C, carries 0.06; number 4, C, carries -0.18; number 5, C, carries -0.05; number 6, C, carries 0.75; number 7, O, carries -0.48; number 8, O, carries -0.63; number 9, C, carries -0.19; number 10, C, carries 0.06; number 11, H, carries 0.38; number 12, H, carries 0.38; number 13, H, carries 0.26; number 14, H, carries 0.27; number 15, H, carries 0.49; number 16, H, carries 0.28; number 17, H, carries 0.26; number 18, O, carries -0.93; number 19, P, carries 2.43; number 20, O, carries -0.82; number 21, C, carries -0.07; number 22, C, carries -0.64; number 23, O, carries -0.83; number 24, C, carries -0.06; number 25, C, carries -0.63; number 26, O, carries -0.81; number 27, C, carries -0.05; number 28, C, carries -0.63; number 29, H, carries 0.19; number 30, H, carries 0.18; number 31, H, carries 0.21; number 32, H, carries 0.22; number 33, H, carries 0.20; number 34, H, carries 0.18; number 35, H, carries 0.18; number 36, H, carries 0.22; number 37, H, carries 0.22; number 38, H, carries 0.20; number 39, H, carries 0.21; number 40, H, carries 0.19; number 41, H, carries 0.22; number 42, H, carries 0.21; number 43, H, carries 0.21; number 44, O, carries -0.97; number 45, P, carries 2.46; number 46, O, carries -0.82; number 47, C, carries -0.07; number 48, C, carries -0.63; number 49, O, carries -0.84; number 50, C, carries -0.06; number 51, C, carries -0.63; number 52, O, carries -0.81; number 53, C, carries -0.05; number 54, C, carries -0.64; number 55, H, carries 0.19; number 56, H, carries 0.19; number 57, H, carries 0.20; number 58, H, carries 0.22; number 59, H, carries 0.21; number 60, H, carries 0.19; number 61, H, carries 0.18; number 62, H, carries 0.22; number 63, H, carries 0.21; number 64, H, carries 0.20; number 65, H, carries 0.21; number 66, H, carries 0.19; number 67, H, carries 0.22; number 68, H, carries 0.22; number 69, H, carries 0.21

[3]
Here is an isolated ion of composition C18H37N4O11 and charge +1 from the OMol25 dataset. Energies are from ωB97M-V/def2-TZVPD.

The geometry in XYZ format:
```
70
C18H37N4O11 (ωB97M-V/def2-TZVPD)
N 0.38 2.55 -0.52
H 0.32 2.29 -1.51
H 0.23 1.66 0.03
C 1.76 3.01 -0.24
H 1.79 3.62 0.66
C 2.62 1.77 -0.04
C 4.12 2.06 -0.07
O 4.41 2.98 0.95
H 5.37 3.00 1.06
C 4.89 0.74 0.11
C 4.42 -0.27 -0.94
O 5.08 -1.48 -0.70
H 4.97 -2.08 -1.44
C 2.88 -0.42 -0.85
O 2.27 0.84 -1.05
O 2.57 -0.94 0.40
C 1.40 -1.73 0.56
C 0.11 -1.01 0.15
O -0.01 0.23 0.86
H -0.83 0.22 1.38
C -1.11 -1.89 0.43
C -1.01 -3.29 -0.20
N -2.10 -4.08 0.34
H -3.00 -3.69 0.10
H -2.06 -5.03 -0.02
H -1.05 -3.16 -1.30
C 0.31 -3.95 0.19
H 0.41 -4.91 -0.33
H 0.30 -4.15 1.26
C 1.52 -3.09 -0.16
N 2.75 -3.78 0.15
H 3.53 -3.14 0.13
H 2.71 -4.17 1.08
H 1.52 -2.91 -1.25
H -1.21 -2.02 1.52
O -2.28 -1.24 -0.08
C -3.20 -0.78 0.87
O -2.79 0.45 1.43
C -2.81 1.54 0.52
C -2.31 2.80 1.25
H -1.47 2.55 1.90
O -1.86 3.76 0.32
H -2.60 3.96 -0.27
H -3.12 3.21 1.86
H -2.14 1.32 -0.33
C -4.21 1.75 -0.07
O -4.15 2.85 -0.95
H -4.93 2.79 -1.52
C -4.64 0.48 -0.80
N -5.94 0.72 -1.40
H -6.22 -0.07 -1.97
H -0.39 3.22 -0.27
H -6.65 0.84 -0.68
C -4.58 -0.71 0.19
O -4.87 -1.92 -0.45
H -4.17 -2.09 -1.10
H -5.35 -0.58 0.96
H -3.93 0.28 -1.62
H -4.92 1.96 0.75
H -3.26 -1.47 1.73
H 0.14 -0.77 -0.92
H 1.38 -1.90 1.65
H 2.51 -1.05 -1.67
H 4.66 0.13 -1.94
O 6.25 1.03 -0.01
H 6.74 0.20 0.01
H 4.66 0.32 1.11
H 4.40 2.48 -1.05
H 2.39 1.33 0.94
H 2.13 3.60 -1.08
```

The HOMO energy is -0.436 Ha. Its max |F| is 0.81 eV Å⁻¹. The net charge is +1. As for the energy above the lowest of the compared OMol25 structures with the same formula, charge and spin: 0.0 kJ/mol. For the electronic energy, the calculation gives -47744.291 eV.

From a natural (NBO) analysis of the wavefunction, the atomic charges in e read: number 1, N, carries -0.74; number 2, H, carries 0.43; number 3, H, carries 0.47; number 4, C, carries -0.24; number 5, H, carries 0.24; number 6, C, carries 0.06; number 7, C, carries 0.08; number 8, O, carries -0.72; number 9, H, carries 0.50; number 10, C, carries 0.05; number 11, C, carries 0.05; number 12, O, carries -0.72; number 13, H, carries 0.49; number 14, C, carries 0.35; number 15, O, carries -0.57; number 16, O, carries -0.54; number 17, C, carries 0.08; number 18, C, carries 0.05; number 19, O, carries -0.76; number 20, H, carries 0.51; number 21, C, carries 0.08; number 22, C, carries -0.05; number 23, N, carries -0.84; number 24, H, carries 0.37; number 25, H, carries 0.37; number 26, H, carries 0.17; number 27, C, carries -0.42; number 28, H, carries 0.24; number 29, H, carries 0.21; number 30, C, carries -0.06; number 31, N, carries -0.83; number 32, H, carries 0.38; number 33, H, carries 0.36; number 34, H, carries 0.18; number 35, H, carries 0.20; number 36, O, carries -0.57; number 37, C, carries 0.35; number 38, O, carries -0.55; number 39, C, carries 0.05; number 40, C, carries -0.08; number 41, H, carries 0.19; number 42, O, carries -0.74; number 43, H, carries 0.52; number 44, H, carries 0.20; number 45, H, carries 0.17; number 46, C, carries 0.08; number 47, O, carries -0.75; number 48, H, carries 0.51; number 49, C, carries -0.10; number 50, N, carries -0.84; number 51, H, carries 0.39; number 52, H, carries 0.47; number 53, H, carries 0.36; number 54, C, carries 0.05; number 55, O, carries -0.70; number 56, H, carries 0.48; number 57, H, carries 0.20; number 58, H, carries 0.20; number 59, H, carries 0.17; number 60, H, carries 0.19; number 61, H, carries 0.18; number 62, H, carries 0.20; number 63, H, carries 0.17; number 64, H, carries 0.18; number 65, O, carries -0.72; number 66, H, carries 0.49; number 67, H, carries 0.19; number 68, H, carries 0.17; number 69, H, carries 0.21; number 70, H, carries 0.22